No. 1
Density functional theory data (ωB97M-V with the def2-TZVPD basis set) for a molecular structure, C31H36ClIrN2OPSe.

Structure (XYZ):
```
74
Properties=species:S:1:pos:R:3
Ir 1.0245 -0.5058 -0.1741
Cl 5.5205 -6.1952 -0.3852
C 4.3896 -4.9581 0.0158
C 3.3012 -5.2585 0.8454
C 2.3593 -4.3038 1.1605
C 2.4665 -3.0096 0.6418
O 1.4878 -2.1353 0.9100
C 3.6206 -2.6848 -0.0987
C 3.9006 -1.3141 -0.3722
N 3.0870 -0.3529 -0.0467
C 3.5729 0.9761 -0.0055
C 4.8015 1.3599 0.4490
C 5.1473 2.7315 0.4398
C 4.2762 3.6706 -0.0328
C 2.9983 3.2850 -0.5139
C 2.0566 4.1815 -1.0580
C 0.8839 3.6908 -1.5583
C 0.6088 2.3203 -1.4597
N 1.4333 1.4516 -0.8985
C 2.6474 1.9285 -0.4632
C 4.5654 -3.6735 -0.4324
H 3.2065 -6.2614 1.2406
H 1.5346 -4.5430 1.8177
H 4.8643 -1.0463 -0.8029
H 5.4966 0.6265 0.8373
H 6.1179 3.0289 0.8113
H 4.5474 4.7179 -0.0506
H 2.2815 5.2400 -1.0952
H 0.1524 4.3362 -2.0232
H -0.3043 1.9232 -1.8601
H 5.4376 -3.4115 -1.0177
C -5.3269 4.8782 0.2435
C -4.1931 3.9178 0.3820
C -3.5133 3.7709 1.5923
C -2.4700 2.8888 1.7469
C -1.8119 2.7876 3.0972
C -2.0691 2.0919 0.6141
Se -0.6234 1.0096 1.0498
C -2.7709 2.2160 -0.6219
C -2.4959 1.4047 -1.8467
C -3.7986 3.1283 -0.7021
H -5.4075 5.5382 1.1035
H -6.2667 4.3285 0.1461
H -5.2175 5.4787 -0.6603
H -3.8169 4.3700 2.4416
H -2.1924 3.5650 3.7547
H -0.7290 2.8966 3.0377
H -2.0184 1.8214 3.5620
H -1.6884 0.6961 -1.7063
H -2.2612 2.0535 -2.6934
H -3.3903 0.8485 -2.1236
H -4.3306 3.2305 -1.6415
C -2.5344 -2.7756 2.1225
C -1.1776 -2.1334 1.8211
P -0.7855 -2.0212 0.0356
C -2.3748 -1.6675 -0.7700
C -2.2771 -1.6687 -2.2994
C -0.4346 -3.7196 -0.5117
C 0.4804 -3.8383 -1.7342
H -2.6256 -2.9184 3.1984
H -2.6398 -3.7549 1.6535
H -3.3660 -2.1484 1.8041
H -0.3673 -2.7014 2.2732
H -1.1285 -1.1370 2.2543
H -2.7512 -0.7220 -0.3777
H -3.0580 -2.4528 -0.4416
H -1.4506 -1.0577 -2.6634
H -3.1971 -1.2952 -2.7445
H -2.1283 -2.6799 -2.6764
H -1.4066 -4.1658 -0.7350
H -0.0109 -4.2440 0.3402
H 0.0455 -3.3583 -2.6100
H 0.6417 -4.8883 -1.9751
H 1.4545 -3.3868 -1.5602
```

Its HOMO-LUMO gap (spin up / spin down) is 6.169 / 4.985 eV. For the LUMO energy (spin up / spin down), the calculation gives -7.09 / -8.28 eV. The multiplicity is 2. The energy relative to the best compared isomer or geometry (same formula, charge and spin) is 133.3 kJ/mol. Its charge is +2.

No. 2
Density functional theory data (ωB97M-V with the def2-TZVPD basis set) for 5 unconnected molecules or ions with the total composition C20H44N4O8.

Structure (XYZ):
```
76
Properties=species:S:1:pos:R:3
C 2.6278 0.9869 -3.1508
C 1.3950 0.1151 -2.8893
C 0.7406 -0.2699 -4.2092
C -0.5182 -1.1050 -4.0682
C -1.5901 -0.4882 -3.1827
C -2.7743 -1.4650 -3.1111
C -4.0762 -0.8558 -2.6484
O -3.8084 0.2233 -1.8103
O -4.9026 -0.4802 -3.7680
C -4.9885 0.8500 -4.0257
O -4.3752 1.4103 -4.9259
O -5.8598 1.5123 -3.2224
H 2.4230 1.6271 -3.9992
H 3.4931 0.3734 -3.3377
H 2.7995 1.6449 -2.3108
H 0.7140 0.6930 -2.2898
H 1.6959 -0.7870 -2.3748
H 0.5686 0.6211 -4.8004
H 1.4734 -0.8513 -4.7620
H -0.9634 -1.2098 -5.0525
H -0.2629 -2.0951 -3.7083
H -1.2014 -0.3401 -2.1900
H -1.9254 0.4401 -3.6267
H -2.8872 -1.9605 -4.0634
H -2.5147 -2.2118 -2.3717
H -4.6343 -1.5994 -2.0936
H -4.5521 0.3289 -1.2199
H -6.6833 1.0255 -3.1484
C -0.0119 2.0719 0.8890
O 0.5807 1.4632 0.0172
N -1.1892 1.7107 1.4164
C -1.8238 2.4743 2.4746
C -1.8497 0.5196 0.9060
H 0.3890 3.0008 1.3317
H -1.9563 1.8542 3.3587
H -2.7998 2.8346 2.1366
H -1.2061 3.3245 2.7417
H -1.2094 -0.3535 1.0360
H -2.0543 0.6363 -0.1571
H -2.7842 0.3643 1.4393
C -1.4838 -3.4745 1.6926
O -2.3324 -3.1580 0.8843
N -1.6252 -3.3720 3.0264
C -0.5748 -3.7603 3.9462
C -2.8751 -2.8507 3.5527
H -0.5012 -3.8744 1.3900
H -0.9267 -4.5531 4.6095
H -0.2666 -2.9051 4.5507
H 0.2864 -4.1249 3.3915
H -3.7078 -3.4784 3.2342
H -3.0484 -1.8418 3.1770
H -2.8306 -2.8298 4.6380
C 0.6397 3.3734 5.4990
O -0.3601 2.7596 5.1790
N 0.6912 4.7028 5.6845
C 1.9151 5.3820 6.0634
C -0.5242 5.4793 5.4989
H 1.6090 2.8745 5.6647
H 1.7830 5.8930 7.0188
H 2.1893 6.1174 5.3049
H 2.7237 4.6617 6.1605
H -1.2984 5.1345 6.1845
H -0.8959 5.3604 4.4812
H -0.3153 6.5286 5.6861
C 4.9604 -1.8894 -3.5462
O 4.1210 -2.2284 -4.3534
N 5.6217 -2.7318 -2.7305
C 6.6112 -2.2664 -1.7808
C 5.3235 -4.1514 -2.8127
H 5.2577 -0.8363 -3.4103
H 7.5815 -2.7216 -1.9905
H 6.3119 -2.5273 -0.7635
H 6.7095 -1.1856 -1.8492
H 5.5292 -4.5211 -3.8174
H 4.2690 -4.3266 -2.5979
H 5.9348 -4.6921 -2.0951
```

Its HOMO-LUMO gap is 9.329 eV. For the LUMO energy, the calculation gives 0.47 eV. Its SMILES is CCCCCC[C@@H](O)OC(=O)O.CN(C)C=O.CN(C)C=O.CN(C)C=O.CN(C)C=O. The multiplicity is 1. The energy relative to the best compared isomer or geometry (same formula, charge and spin) is 0.0 kJ/mol.

No. 3
Density functional theory data (ωB97M-V with the def2-TZVPD basis set) for a molecular structure, C4H15N2O.

Structure (XYZ):
```
22
Properties=species:S:1:pos:R:3
C -2.0956 0.2341 -1.9835
C -1.0617 0.1433 -0.8666
C -1.2117 -1.0206 0.0865
C 0.0261 -1.3314 0.9118
N 1.0148 -1.8638 -0.0101
N 0.9340 -0.3339 -2.3104
H -1.7885 1.0306 -2.8055
H -3.0913 0.4645 -1.6516
H -2.1337 -0.7379 -2.4786
H -0.9654 1.1152 -0.3209
H -2.0688 -0.8613 0.7367
H -1.4518 -1.8996 -0.4656
H -0.2475 -2.1096 1.6462
H 0.3733 -0.4313 1.4135
H 1.2048 -1.2919 -0.8251
H 1.8663 -2.1766 0.4294
H 0.7164 -1.0740 -2.9274
H -0.0305 0.0008 -1.4776
H 1.6075 0.2943 -2.7764
H 2.6995 3.3733 4.2096
H 1.4458 4.2668 4.1279
O 1.7849 3.4085 3.8149
```

Its HOMO-LUMO gap is 5.149 eV. For the LUMO energy, the calculation gives -8.21 eV. The multiplicity is 1. The energy relative to the best compared isomer or geometry (same formula, charge and spin) is 646.6 kJ/mol. Its charge is +1.

No. 4
Density functional theory data (ωB97M-V with the def2-TZVPD basis set) for 5 unconnected molecules or ions with the total composition C11H25ClN5O9.

Structure (XYZ):
```
51
Properties=species:S:1:pos:R:3
O -1.1051 -0.1212 3.9039
C -0.0300 0.0167 3.4445
Cl 1.0592 1.2346 4.1519
C 0.5349 -0.7871 2.2990
C 1.1948 -0.0499 1.1334
C 0.3513 1.1352 0.6600
C 0.8476 1.6691 -0.6845
N 2.3207 1.3679 -0.8466
C 3.0493 1.5425 0.4517
C 2.6500 0.3989 1.3846
H 1.2134 -1.5337 2.7231
H -0.3363 -1.3274 1.9225
H 1.2328 -0.7863 0.3240
H -0.6970 0.8547 0.5556
H 0.4251 1.9293 1.4075
H 0.7558 2.7534 -0.7280
H 0.3177 1.2568 -1.5411
H 2.4420 0.3977 -1.1830
H 2.6984 1.9741 -1.5735
H 4.1185 1.5647 0.2537
H 2.7472 2.5151 0.8396
H 3.3136 -0.4533 1.2173
H 2.8011 0.7358 2.4080
C 4.3391 -2.4921 -1.4959
N 3.2074 -2.0523 -2.3571
O 3.1532 -2.4505 -3.4831
O 2.3601 -1.3061 -1.8505
H 4.9717 -3.1426 -2.0872
H 4.8718 -1.6017 -1.1723
H 3.9100 -3.0095 -0.6425
C -3.3275 -0.4462 -2.0998
N -2.4673 0.6619 -2.6009
O -1.9886 1.4403 -1.7926
O -2.3006 0.7257 -3.7967
H -3.3940 -0.3674 -1.0219
H -4.2980 -0.3345 -2.5752
H -2.8681 -1.3758 -2.4228
C -3.7039 0.3325 -7.0242
N -4.1461 -1.0255 -6.6025
O -3.4922 -1.9779 -6.9685
O -5.1344 -1.0810 -5.8977
H -2.8079 0.2277 -7.6232
H -4.5161 0.7899 -7.5806
H -3.5168 0.8850 -6.1083
C -1.4413 0.1217 7.1660
N -1.6763 0.2744 8.6291
O -2.7956 0.5546 8.9978
O -0.7149 0.1050 9.3504
H -2.3730 0.2972 6.6432
H -0.6825 0.8466 6.8875
H -1.0729 -0.8869 7.0056
```

Its HOMO-LUMO gap is 8.809 eV. For the LUMO energy, the calculation gives -3.68 eV. The multiplicity is 1. Its charge is +1.

No. 5
Density functional theory data (ωB97M-V with the def2-TZVPD basis set) for a molecular structure, C2F18NO8P3S2V3.

Structure (XYZ):
```
37
Properties=species:S:1:pos:R:3
V -1.4679 0.2692 1.5644
V -2.7270 -1.6639 -1.1056
V 0.6252 -2.3359 0.2879
P -1.7349 -2.2054 1.1616
O -1.1364 -1.1975 0.1136
O -0.4837 -1.5834 1.8590
O -1.3934 -3.0015 -0.0936
O -2.8143 -1.1620 0.9310
P 2.3879 -4.1195 -0.9686
F 2.9824 -4.0474 -2.4903
F 2.8282 -2.5856 -0.6821
F 0.9909 -3.6330 -1.5070
F 1.6251 -4.1706 0.4126
F 1.9417 -5.6771 -1.3059
F 3.7723 -4.8065 -0.4363
P -3.4885 1.2708 -1.5833
F -3.8988 0.9585 -3.1583
F -4.9300 2.0311 -1.3575
F -4.2644 -0.1067 -1.1902
F -3.0006 1.4322 -0.0521
F -2.1940 0.2794 -1.7997
F -2.6621 2.6464 -1.9459
C 2.5566 1.1734 2.8348
F 2.0625 2.2749 3.4526
F 3.8953 1.2022 2.6063
F 2.2687 0.0767 3.5315
S 1.7198 1.0703 1.0564
O 2.6220 1.7821 0.1095
O 1.6179 -0.3911 0.7612
N 0.0601 1.6170 1.1337
S 0.1134 3.1970 0.8603
O -1.2030 3.7562 0.9945
O 1.1442 3.9237 1.6421
C 0.4619 3.4077 -1.0778
F 0.4137 2.2064 -1.6724
F -0.4449 4.2356 -1.6500
F 1.7541 3.8765 -1.2366
```

Its HOMO-LUMO gap (spin up / spin down) is 4.976 / 5.098 eV. For the LUMO energy (spin up / spin down), the calculation gives -9.40 / -9.50 eV. The multiplicity is 11. The energy relative to the best compared isomer or geometry (same formula, charge and spin) is 132.4 kJ/mol. Its charge is +1.

No. 6
Density functional theory data (ωB97M-V with the def2-TZVPD basis set) for a molecular structure, C30H61AlN9O11.

Structure (XYZ):
```
112
Properties=species:S:1:pos:R:3
C -2.3625 3.8628 6.6145
C -3.5705 3.2553 5.8014
C -3.2632 1.7925 5.2097
N -1.8095 1.7309 4.9121
Al -1.4295 0.9614 3.2089
C -2.0092 -1.0152 3.0398
C -3.5273 -1.1353 2.5712
C -4.5142 -1.0227 3.7842
N -5.8606 -0.4937 3.5459
O -4.1443 -1.3983 4.8812
C 0.6183 0.9459 2.9094
O 0.8359 0.6401 1.4839
C 1.3421 1.6785 0.7688
C 2.2191 1.2810 -0.4870
O 1.1554 2.8594 0.9708
C -2.2311 1.9610 1.6200
O -3.4070 2.8019 1.9489
C -3.8160 3.3298 0.7196
C -4.9439 2.6915 0.0436
C -5.3426 3.2141 -1.2571
C -4.6648 4.3347 -1.9233
C -3.5483 4.9849 -1.2136
C -3.1443 4.4616 0.0886
H -1.7303 3.1008 7.1307
H -1.7561 4.5572 5.9725
H -2.8078 4.5234 7.4213
H -3.7742 3.9420 4.9331
H -4.4840 3.2578 6.4614
H -3.8500 1.6507 4.2630
H -3.5870 1.0689 6.0084
H -1.4150 1.0967 5.6181
H -1.8064 -1.5612 3.9921
H -1.4042 -1.4201 2.1739
H -3.7730 -0.3787 1.7761
H -3.6843 -2.1791 2.1563
H -5.9215 0.3875 4.0616
H -6.5133 -1.1933 3.9047
H 1.0806 0.0852 3.4847
H 1.1368 1.8686 3.2737
H 1.6171 1.3730 -1.4352
H 3.0839 1.9813 -0.5509
H 2.5249 0.2126 -0.3672
H -2.4959 1.2218 0.8019
H -1.4606 2.6487 1.1791
H -5.4323 1.8230 0.5420
H -6.1846 2.7012 -1.7791
H -5.0055 4.6666 -2.9344
H -3.0551 5.8558 -1.7175
H -2.2790 4.9300 0.6164
O -1.2523 -1.9937 -0.6207
C -0.4948 -2.9461 -0.6774
N 0.6135 -3.0045 0.1072
C -0.7123 -4.1156 -1.6010
H 1.2648 -3.7676 0.0942
H 0.7808 -2.2310 0.7353
H -0.7270 -3.7588 -2.6276
H -1.6672 -4.5840 -1.3643
H 0.0763 -4.8630 -1.5032
O -1.0435 6.5015 -2.0408
C 0.1151 6.8583 -2.1248
N 0.7537 6.8982 -3.3283
C 0.9297 7.2780 -0.9301
H 1.7085 7.1855 -3.4421
H 0.2293 6.6211 -4.1420
H 0.9808 6.4467 -0.2260
H 0.4466 8.1308 -0.4528
H 1.9456 7.5628 -1.2090
O 1.6670 -1.2941 -3.4320
C 0.9037 -0.7308 -4.2007
N -0.4170 -0.6216 -3.9209
C 1.3579 -0.1201 -5.5015
H -1.0788 -0.1668 -4.5233
H -0.7461 -1.0239 -3.0516
H 1.8003 -0.8980 -6.1243
H 2.1038 0.6471 -5.2923
H 0.5310 0.3363 -6.0474
O -0.9031 -5.6661 -3.8823
C -0.1070 -6.4032 -4.4309
N 1.1117 -5.9462 -4.8306
C -0.3923 -7.8565 -4.7100
H 1.7990 -6.5187 -5.2859
H 1.3263 -4.9769 -4.6541
H -1.2709 -7.9290 -5.3510
H -0.5862 -8.3677 -3.7670
H 0.4449 -8.3482 -5.2080
O 6.2052 -3.2754 -0.6327
C 5.4364 -2.7127 -1.3977
N 4.1133 -2.6061 -1.1123
C 5.8786 -2.0982 -2.6997
H 3.4468 -2.1505 -1.7153
H 3.7900 -3.0074 -0.2475
H 6.3197 -2.8741 -3.3268
H 6.6196 -1.3306 -2.4954
H 5.0472 -1.6446 -3.2383
O -0.8030 -4.1045 4.0893
C -1.0614 -4.5866 5.1727
N -2.0440 -4.0590 5.9540
C -0.3348 -5.7833 5.7360
H -2.2931 -4.4224 6.8555
H -2.5453 -3.2549 5.5961
H 0.7254 -5.5458 5.8243
H -0.4639 -6.6281 5.0591
H -0.7131 -6.0638 6.7207
O 6.5716 0.2296 -4.1248
C 7.4900 1.0100 -4.2898
N 7.8604 1.8759 -3.3075
C 8.2819 1.0848 -5.5697
H 8.6113 2.5355 -3.4009
H 7.3456 1.8452 -2.4418
H 7.6074 1.3269 -6.3909
H 8.7491 0.1175 -5.7551
H 9.0621 1.8460 -5.5226
```

Its HOMO-LUMO gap is 5.879 eV. For the LUMO energy, the calculation gives 1.81 eV. The multiplicity is 1. Its charge is -1.

No. 7
Density functional theory data (ωB97M-V with the def2-TZVPD basis set) for 3 unconnected molecules or ions with the total composition C30H50FN7O5P2.

Structure (XYZ):
```
95
Properties=species:S:1:pos:R:3
C -5.9483 -5.6876 4.0691
C -5.6746 -6.3757 2.7237
N -5.2540 -5.4126 1.7040
C -3.8548 -5.0953 1.7197
C -2.8344 -6.0337 1.8221
C -1.4886 -5.6943 1.7957
C -1.1531 -4.3553 1.6742
C -2.1692 -3.4067 1.5972
C -3.5091 -3.7479 1.6004
C -1.7749 -1.9624 1.5103
O -2.3871 -1.1571 0.8568
C -0.5645 -1.6180 2.3263
C -0.4876 -0.4184 3.0097
C 0.6476 -0.1435 3.7721
C 0.7078 1.1534 4.5536
C 1.3345 2.2804 3.7845
O 2.4005 2.7165 4.0454
F 0.6331 2.8044 2.7799
C 1.6757 -1.0743 3.7788
C 1.6071 -2.2788 3.0924
C 0.4605 -2.5637 2.3714
C 0.2527 -3.8497 1.6259
O 1.1334 -4.3974 1.0155
H -6.7923 -6.1579 4.5715
H -5.0517 -5.7248 4.6881
H -6.2302 -4.6477 3.9093
H -5.0211 -7.2453 2.8346
H -6.6375 -6.7684 2.3881
H -5.5026 -5.7179 0.7712
H -3.0743 -7.0856 1.9272
H -0.7191 -6.4514 1.8573
H -4.2873 -3.0024 1.5151
H -1.3270 0.2615 2.9276
H -0.3162 1.4315 4.8127
H 1.2527 0.9900 5.4779
H 2.5732 -0.8505 4.3461
H 2.4309 -2.9784 3.1216
O 2.8891 7.4958 -0.5255
P 4.1387 6.7826 -0.0777
N 3.4791 5.2902 0.4486
C 3.0222 4.9368 1.7753
C 2.9118 4.4548 -0.5963
N 4.6118 7.9200 1.1377
C 4.7869 7.6244 2.5421
C 4.0842 9.2746 0.9926
N 5.7195 6.1401 -0.1182
C 6.1905 4.8938 0.4505
C 6.7931 7.0574 -0.4949
H 3.2321 3.8818 1.9677
H 1.9459 5.1032 1.9082
H 3.5481 5.4689 2.5629
H 3.7019 3.9273 -1.1519
H 2.3342 5.0392 -1.3202
H 2.2455 3.6968 -0.1864
H 3.8281 7.5298 3.0677
H 5.3481 8.4283 3.0272
H 5.3800 6.7230 2.7048
H 3.0566 9.3614 1.3669
H 4.0928 9.5886 -0.0476
H 4.7117 9.9802 1.5441
H 6.1696 4.9036 1.5437
H 7.2219 4.7065 0.1435
H 5.6213 4.0353 0.0982
H 7.2671 7.4975 0.3882
H 6.4099 7.8697 -1.1118
H 7.5582 6.5484 -1.0860
O -3.2957 -4.6690 -4.8520
P -2.3878 -3.4735 -4.7162
N -1.9496 -3.5988 -3.0631
C -2.6054 -3.0025 -1.9239
C -1.1283 -4.7479 -2.7167
N -3.5526 -2.2680 -5.1435
C -3.9656 -1.1646 -4.3047
C -4.6926 -2.7250 -5.9345
N -1.1144 -2.3838 -5.0330
C -0.2924 -1.6695 -4.0767
C -1.0156 -1.8656 -6.3963
H -1.8580 -2.7340 -1.1712
H -3.3373 -3.6769 -1.4572
H -3.1062 -2.0677 -2.1578
H -0.0781 -4.5808 -2.9971
H -1.4640 -5.6589 -3.2237
H -1.1466 -4.9472 -1.6451
H -4.6532 -1.4833 -3.5108
H -4.4849 -0.4117 -4.9045
H -3.1172 -0.6411 -3.8610
H -5.4655 -3.1957 -5.3140
H -4.3827 -3.4418 -6.6900
H -5.1431 -1.8799 -6.4622
H -0.8615 -0.9193 -3.5208
H 0.5189 -1.1507 -4.5919
H 0.1933 -2.3365 -3.3664
H -1.5257 -0.9021 -6.4922
H -1.4656 -2.5578 -7.1073
H 0.0275 -1.7411 -6.6966
```

Its HOMO-LUMO gap is 7.151 eV. For the LUMO energy, the calculation gives -0.77 eV. Its SMILES is CCNc1ccc2c(c1)C(=O)c1cc(CC(=O)F)ccc1C2=O.CN(C)P(=O)(N(C)C)N(C)C.CN(C)P(=O)(N(C)C)N(C)C. The multiplicity is 1.

No. 8
Density functional theory data (ωB97M-V with the def2-TZVPD basis set) for 2 unconnected molecules or ions with the total composition C5H6ClO3.

Structure (XYZ):
```
15
Properties=species:S:1:pos:R:3
C 3.2115 0.3627 -0.1851
C -1.9974 -0.5654 1.3962
C 1.9160 0.1806 0.3732
C -1.9160 -0.0791 0.1110
C -0.9919 -0.2351 -1.0946
O 4.3529 0.0815 -0.3734
O 2.3729 1.3231 -0.5369
O 0.0158 -1.0474 -1.0148
Cl -3.1270 1.0904 -0.3569
H -2.8705 -0.2081 2.0747
H -1.3585 -1.4355 1.6638
H 1.7741 0.4791 1.4154
H -0.5435 0.8707 -1.3055
H -1.7786 -0.3829 -1.9132
H 0.9404 -0.4346 -0.2538
```

Its HOMO-LUMO gap is 7.484 eV. For the LUMO energy, the calculation gives 3.39 eV. The multiplicity is 1. The energy relative to the best compared isomer or geometry (same formula, charge and spin) is 333.3 kJ/mol. Its charge is -1.

The E results, record by record, are as follows: -127741.2725 -43793.9522 -9406.9608 -50196.0213 -195452.7084 -74634.1549 -73882.3108 -23944.8992 eV.